Entry 1:
This record from OMol25 describes a molecular structure, C30H89O15Sr. The level of theory is the ωB97M-V functional and the def2-TZVPD basis.

XYZ file:
```
135
Properties=species:S:1:pos:R:3:forces:R:3
Sr -2.768057 2.736556 -1.500268 1.790 -0.731 1.227
C 0.111783 -0.847154 -0.579838 -0.560 0.632 -0.867
C -0.328007 0.304796 0.336712 -0.416 0.048 0.149
O -0.800637 1.528176 -0.255208 -0.292 -0.604 -0.633
H 0.889383 -0.484224 -1.251938 0.396 -0.148 0.104
H -0.668137 -1.190184 -1.259658 -0.466 0.134 -0.015
H 0.429423 -1.757344 -0.071168 0.263 0.280 0.366
H 0.533133 0.471986 0.983692 0.447 0.528 0.090
H -1.057457 -0.063704 1.057962 -0.489 -0.202 -0.021
C -3.540507 1.551006 2.709622 0.356 -1.435 -0.559
C -3.944897 0.167996 2.095432 0.409 0.582 0.031
O -5.298957 -0.119654 2.336152 -0.385 -0.128 0.200
H -4.128787 2.344856 2.249382 -0.022 0.029 0.111
H -2.475007 1.729696 2.565082 0.073 0.136 -0.285
H -3.668087 1.553786 3.792132 -0.334 -0.033 -0.038
H -3.363917 -0.695364 2.419732 0.463 0.280 0.526
H -3.815227 0.098156 1.015432 0.068 0.644 -0.327
H -5.287877 -0.478334 3.226562 -0.580 -0.104 0.159
C -4.222707 -0.601774 -4.401838 -0.088 0.567 0.525
C -3.952837 -0.521364 -2.903078 0.219 -1.522 -1.263
O -4.161247 0.761926 -2.380348 -0.532 1.776 1.045
H -5.219377 -0.207704 -4.600468 -0.172 -0.246 -0.055
H -4.172837 -1.653634 -4.683258 0.088 0.163 -0.312
H -3.545327 0.037396 -4.968158 0.242 -0.328 -0.096
H -2.922667 -0.797554 -2.678228 -0.068 -0.152 0.070
H -4.647067 -1.223354 -2.441178 0.321 -0.074 0.328
H -5.016087 0.748556 -1.943688 -0.259 0.009 -0.005
C -2.762017 -3.316984 0.829642 0.226 0.049 0.510
C -3.181107 -2.619374 -0.479388 0.228 -1.231 0.958
O -4.329687 -3.276914 -0.944488 -1.007 -0.339 -1.033
H -3.492397 -3.196884 1.629772 -0.229 0.389 -0.090
H -1.804637 -3.045794 1.274592 0.079 0.547 -0.339
H -2.685967 -4.400054 0.733292 -0.134 -0.050 -0.668
H -2.450137 -2.828574 -1.260418 0.271 0.392 0.080
H -3.378617 -1.551154 -0.389988 0.406 0.115 0.219
H -5.149787 -2.935694 -0.580328 0.149 0.080 0.377
C 0.031193 -4.382114 -2.796978 -0.860 -0.760 0.290
C -0.641837 -3.571734 -3.882608 0.681 0.203 1.098
O -0.082877 -3.958584 -5.092188 0.031 -0.125 -1.147
H -0.208457 -5.435994 -2.938388 0.022 -0.112 -0.169
H -0.432247 -4.137344 -1.841258 0.336 0.223 0.246
H 1.119273 -4.327724 -2.762078 -0.107 0.456 -0.050
H -0.423697 -2.521784 -3.687368 -0.078 0.501 0.010
H -1.725237 -3.690754 -3.869558 -0.183 -0.217 0.097
H -0.634827 -3.589324 -5.785438 0.156 -0.097 -0.318
C 3.125873 -0.237814 3.212562 -0.167 0.215 -0.012
C 3.200553 1.275596 3.008622 -0.076 -0.387 0.711
O 2.944713 1.946946 4.291602 0.543 -0.326 -1.426
H 3.966813 -0.691804 3.736772 0.224 0.394 0.065
H 3.059873 -0.757614 2.256762 -0.249 -0.026 -0.047
H 2.250603 -0.418154 3.836642 -0.171 -0.291 -0.244
H 2.442143 1.606886 2.299282 -0.154 0.022 0.170
H 4.168453 1.574356 2.606112 0.052 0.156 0.066
H 3.829213 1.994286 4.661762 -0.107 0.209 0.600
C 0.157023 2.162086 -4.793598 0.965 0.384 -0.144
C -0.771157 1.357606 -3.940008 0.345 0.295 -0.133
O -2.018017 2.081286 -3.805868 -0.348 -0.195 0.312
H -0.220547 2.229126 -5.813908 0.000 -0.212 -0.146
H 1.139153 1.689616 -4.810388 0.017 -0.185 -0.214
H 0.360683 3.187606 -4.485498 -0.322 -0.049 0.482
H -0.445477 1.158656 -2.919008 0.225 0.223 -0.007
H -0.882957 0.394906 -4.438818 -0.602 -0.166 0.126
H -2.380677 2.235526 -4.681248 -0.063 0.063 -0.154
C 1.419373 4.956766 2.479492 -0.214 -0.532 -0.278
C 0.972473 4.019306 1.335492 0.859 1.639 1.178
O -0.128227 3.265546 1.842062 0.394 0.350 -0.257
H 0.634903 5.679076 2.705252 -0.016 0.042 0.040
H 2.347723 5.495986 2.291082 -0.071 -0.035 -0.285
H 1.582383 4.333956 3.359062 -0.010 0.043 0.101
H 1.826553 3.414716 1.030322 -0.201 -0.373 0.024
H 0.677243 4.597976 0.460232 -0.054 0.018 -0.169
H -0.172907 2.546646 1.207402 -0.807 -0.949 -0.531
C 3.335983 2.898696 -2.685178 0.564 -0.598 -1.194
C 2.457443 2.099586 -1.778278 -0.119 1.230 0.673
O 1.321733 2.928666 -1.532318 0.008 -0.301 -0.298
H 2.768013 3.017236 -3.607918 0.148 0.145 -0.209
H 4.236573 2.337976 -2.935468 0.096 -0.018 -0.050
H 3.653143 3.898276 -2.387918 -0.308 -0.183 0.614
H 2.924693 1.869006 -0.820878 0.303 -0.112 0.121
H 2.128173 1.155636 -2.212618 0.175 -0.128 -0.357
H 0.720153 2.327436 -1.087098 -1.131 -0.036 0.593
C 4.883673 -2.173694 -1.218978 -0.768 -1.465 0.012
C 4.481613 -0.747714 -0.905918 0.192 -1.444 0.043
O 5.658093 0.027906 -1.046988 -0.728 0.847 0.185
H 5.732193 -2.561904 -0.655598 0.291 0.666 0.056
H 5.067223 -2.370734 -2.275188 0.231 0.378 -0.119
H 4.130053 -2.915494 -0.954628 -0.533 0.157 0.029
H 4.025983 -0.721314 0.083932 0.680 0.420 0.394
H 3.655583 -0.428614 -1.541488 0.160 0.193 -0.390
H 5.772753 0.042656 -1.999998 0.496 0.237 -0.122
C -2.672437 5.436546 2.636142 -0.101 -0.436 0.387
C -2.488427 5.723576 1.167552 -0.287 0.840 0.443
O -2.177637 4.519086 0.458862 -1.009 0.495 -1.252
H -2.857197 6.350346 3.200872 -0.052 -0.041 -0.027
H -1.814167 4.923546 3.070062 0.350 0.302 -0.141
H -3.474187 4.719636 2.813192 -0.367 0.224 -0.123
H -1.755257 6.519686 1.038072 0.770 -0.415 -0.136
H -3.356977 6.233006 0.750182 -0.452 -0.690 -0.207
H -1.437567 4.138216 0.937232 0.895 -0.844 0.649
C 1.747493 -4.367514 1.809502 -0.428 0.934 -0.597
C 2.724133 -5.434624 1.486272 0.255 -1.286 0.684
O 3.658913 -4.986144 0.544772 0.496 0.451 -0.581
H 2.300673 -3.507034 2.185892 -0.194 0.051 0.349
H 0.917563 -4.645794 2.459032 0.361 -0.188 0.260
H 1.280793 -4.024984 0.885942 -0.074 0.020 -0.237
H 2.275443 -6.351194 1.103282 -0.482 -0.069 0.054
H 3.297773 -5.720934 2.367782 -0.258 -0.077 0.458
H 4.383793 -5.609314 0.633142 0.292 0.180 -0.399
C -1.123767 2.547986 5.139422 -0.403 0.161 0.438
C -0.485097 1.206516 4.764432 -1.093 0.491 -0.795
O 0.591593 0.831396 5.540842 0.658 -0.233 0.588
H -1.626607 3.022056 4.296512 0.076 -0.153 -0.143
H -0.420707 3.282616 5.532022 0.397 -0.186 -0.191
H -1.872707 2.456766 5.926112 -0.057 -0.238 0.106
H -0.172997 1.277336 3.722472 0.042 0.000 -0.374
H -1.198247 0.382866 4.798042 -0.346 0.201 0.119
H 1.337613 1.254226 5.109252 0.793 0.114 0.404
C 2.843293 -1.509464 -4.240478 -0.323 0.167 -0.317
C 2.617763 -0.993864 -5.686798 0.376 -0.461 0.719
O 3.751763 -0.231484 -6.055228 0.232 0.282 0.203
H 2.869993 -0.750054 -3.459018 -0.001 0.535 -0.395
H 3.794793 -2.033094 -4.147948 -0.074 -0.107 -0.322
H 2.048693 -2.178454 -3.910098 -0.050 -0.238 -0.334
H 1.713553 -0.397814 -5.810228 -0.266 0.132 0.357
H 2.508253 -1.834964 -6.371388 -0.002 -0.299 0.095
H 3.649933 0.085996 -6.955468 -0.002 -0.032 -0.076
C -0.780947 -1.962434 3.686232 0.875 -0.869 0.416
C -1.516597 -2.713554 4.810372 0.479 1.796 0.391
O -2.715107 -3.177244 4.336002 -1.950 -1.203 -0.843
H 0.113523 -1.485394 4.086792 -0.042 0.271 -0.061
H -1.423847 -1.241544 3.181152 -0.092 0.091 0.432
H -0.441287 -2.628934 2.893442 0.062 -0.298 0.045
H -1.801227 -1.978644 5.563362 0.233 0.207 0.186
H -1.037937 -3.509254 5.381202 0.868 0.083 -0.404
H -2.540157 -4.027064 3.925162 -0.313 -0.107 -0.155
```
Forces are in eV/Å.

Total charge: +1
E_HOMO, eV: -11.43
LUMO level, Eh: -0.1374
Total energy, a.u.: -2355.4049

Atom charges from the Löwdin analysis, given in e for atoms 1 to 4: 1.673 -0.061 -0.369 -0.459


Entry 2:
This record from OMol25 describes C3H5N3S2 in the gas phase. The level of theory is the ωB97M-V functional and the def2-TZVPD basis.

XYZ file:
```
13
Properties=species:S:1:pos:R:3:forces:R:3
C 0.352648 -0.539984 1.408080 0.049 -0.035 0.155
C -1.154624 0.244053 -0.368927 0.280 0.253 -0.678
C 1.726398 0.886808 -1.935174 0.116 -0.906 0.674
H -2.171283 -1.030895 2.565642 0.030 0.337 0.825
H 1.052743 0.120710 0.908547 0.003 -0.059 0.115
H -2.204116 0.530324 -0.461159 0.267 -0.105 0.258
H 2.786576 0.572440 -2.005855 -0.826 0.154 0.034
H 1.411597 1.838908 -2.350616 -0.029 0.043 -0.092
N -0.856760 -0.550745 0.763310 -0.264 0.099 -0.231
N -0.391954 0.634731 -1.325201 -0.457 -0.481 0.820
N 0.905249 0.118822 -1.313458 0.805 0.814 -0.690
S -2.183087 -1.491466 1.336158 0.156 -0.276 -0.861
S 0.726613 -1.333705 2.778652 -0.130 0.163 -0.328
```
Forces are in eV/Å.

E_HOMO, eV: -8.75
Relative energy (zero: lowest compared OMol25 entry of this formula, charge and spin), eV: 2.4875
SMILES: C=N/N=C\N(S)C=S
LUMO level, Eh: -0.0032
Total energy, a.u.: -1077.8657

Atom charges from the Löwdin analysis, given in e for atoms 1 to 4: -0.756 -0.237 -0.022 -0.149